Record 1
The following is a quantum chemistry calculation of a 2-piece molecular cluster, C7H13O2 overall in a non-equilibrium geometry, from the Open Molecules 2025 dataset.

XYZ file:
```
22
Properties=species:S:1:pos:R:3
C -0.129 -1.460 -1.086
C 1.166 0.267 -0.511
C -0.380 0.553 -0.196
C -0.537 -2.724 -1.653
C 2.209 0.256 0.602
C -0.911 0.336 2.015
C -1.116 1.737 -0.650
O 1.102 -1.051 -1.057
O -1.004 -0.656 -0.632
H 1.532 0.946 -1.404
H -0.931 -3.229 -0.774
H 0.300 -3.314 -1.924
H -1.286 -2.689 -2.533
H 3.163 0.132 0.120
H 1.981 -0.524 1.390
H 2.137 1.138 1.119
H -1.139 1.336 2.141
H 0.058 -0.080 2.514
H -1.866 -0.245 2.027
H -1.869 1.982 0.060
H -1.525 1.436 -1.574
H -0.321 2.439 -0.722
```

Values from the calculation:
**E_HOMO**: -13.1 eV
**Total charge**: +1
**Energy above the lowest of the compared OMol25 structures with the same formula, charge and spin**: 45.82 kcal/mol

Here are the natural (NBO) charges for atoms 1 to 4, given in e: number 1, C, carries 0.8649; number 2, C, carries 0.0284; number 3, C, carries 0.2952; number 4, C, carries -0.7262

---

Record 2
The following is a quantum chemistry calculation of C3H8N2S as an isolated structure in a non-equilibrium geometry, from the Open Molecules 2025 dataset.

XYZ file:
```
14
Properties=species:S:1:pos:R:3
C 1.144 0.595 -0.739
C 1.377 -0.576 0.343
C -0.312 0.768 -0.719
N 0.960 -0.192 1.599
N -2.204 -0.631 0.503
S -1.102 0.768 0.965
H 1.642 1.433 -0.297
H 1.509 0.282 -1.683
H 1.043 -1.557 -0.115
H 2.485 -0.589 0.484
H -0.579 1.647 -1.186
H -0.839 -0.137 -0.871
H -1.964 -1.427 0.976
H -3.159 -0.384 0.741
```

Values from the calculation:
**E_HOMO (alpha / beta)**: -7.7 / -7.9 eV
**Energy above the lowest of the compared OMol25 structures with the same formula, charge and spin**: 127.68 kcal/mol

Here are the natural (NBO) charges for atoms 1 to 4, given in e: number 1, C, carries -0.4222; number 2, C, carries -0.3344; number 3, C, carries -0.5130; number 4, N, carries -0.3981

---

Record 3
The following is a quantum chemistry calculation of C22H34As3CdF2IO7S2 as an isolated structure, from the Open Molecules 2025 dataset.

XYZ file:
```
72
Properties=species:S:1:pos:R:3
Cd -1.048 -1.940 0.022
C 1.007 -0.987 -3.995
As 1.451 -0.358 -2.183
C 1.887 1.495 -2.707
C 3.301 -1.045 -2.116
C 4.141 -1.019 -3.225
C 5.409 -1.580 -3.174
C 5.844 -2.173 -1.996
C 5.023 -2.176 -0.877
C 3.751 -1.606 -0.915
As 2.547 -1.452 0.649
C 3.070 0.413 0.998
C 3.697 -2.251 2.029
H 1.719 -0.635 -4.743
H 0.009 -0.625 -4.242
H 0.988 -2.076 -3.977
H 2.767 1.535 -3.353
H 2.047 2.102 -1.817
H 1.024 1.897 -3.243
H 3.799 -0.569 -4.151
H 6.048 -1.563 -4.050
H 6.829 -2.625 -1.944
H 5.385 -2.622 0.042
H 4.154 0.521 0.926
H 2.721 0.666 1.997
H 2.583 1.065 0.272
H 4.674 -1.768 2.102
H 3.815 -3.318 1.839
H 3.149 -2.110 2.961
O 0.172 2.152 2.384
As -0.127 0.394 2.509
O 1.084 -0.320 3.333
O -0.382 0.049 0.899
C -1.752 0.511 3.611
C -1.792 1.607 4.472
C -2.848 1.789 5.356
C -3.890 0.875 5.387
C -3.866 -0.216 4.531
C -2.807 -0.395 3.653
S -2.864 -1.789 2.533
O -1.475 -2.246 2.495
O -3.821 -2.726 3.083
O -3.236 -1.200 1.247
H 0.176 2.362 1.432
H -0.990 2.331 4.439
H -2.853 2.648 6.017
H -4.718 1.006 6.075
H -4.660 -0.952 4.531
I -4.102 -1.553 -2.379
C -1.942 -1.448 -2.047
H -1.719 -0.449 -2.428
H -1.569 -2.164 -2.781
F 0.976 -4.388 0.470
C 0.039 -3.869 -0.427
F 0.811 -3.651 -1.606
H -0.588 -4.731 -0.694
C -2.888 2.700 -3.286
C -2.271 3.405 -2.087
S -1.360 2.233 -1.035
O -0.562 3.074 -0.086
C -2.786 1.574 -0.143
C -3.285 2.487 0.961
H -3.367 3.421 -3.951
H -3.638 1.964 -2.990
H -2.125 2.166 -3.856
H -3.009 3.931 -1.479
H -1.509 4.125 -2.392
H -2.447 0.627 0.261
H -3.550 1.358 -0.894
H -2.480 2.721 1.659
H -4.072 1.965 1.508
H -3.695 3.427 0.584
```

Values from the calculation:
**E_HOMO**: -2.0 eV
**Total charge**: -2
**Energy above the lowest of the compared OMol25 structures with the same formula, charge and spin**: 0.00 kcal/mol

Here are the Mulliken charges for atoms 1 to 4, given in e: number 1, Cd, carries 2.3130; number 2, C, carries -1.3669; number 3, As, carries 0.8802; number 4, C, carries -1.3263

---

Record 4
The following is a quantum chemistry calculation of one molecule with the formula C28H21N5OS2 in a non-equilibrium geometry, from the Open Molecules 2025 dataset.

XYZ file:
```
57
Properties=species:S:1:pos:R:3
C -3.136 -5.135 -0.068
C -2.634 -3.766 0.270
C -1.299 -3.439 0.059
C -0.815 -2.181 0.357
C -1.677 -1.223 0.876
N -1.210 0.069 1.192
C -0.181 0.407 2.023
S 0.900 -0.749 2.743
C 2.366 0.337 2.925
C 3.313 -0.057 1.806
O 4.162 -0.902 1.984
N 3.058 0.481 0.571
C 2.282 1.639 0.328
C 2.540 2.826 1.003
C 1.776 3.949 0.749
C 0.772 3.911 -0.203
C 0.543 2.753 -0.921
C 1.300 1.623 -0.658
S 1.029 0.140 -1.590
C 2.723 -0.389 -1.665
C 3.182 -1.038 -2.799
C 4.502 -1.444 -2.869
C 5.363 -1.180 -1.818
C 4.910 -0.523 -0.687
C 3.579 -0.143 -0.593
N -0.139 1.703 2.205
N -1.131 2.243 1.496
C -1.780 1.284 0.885
C -2.855 1.509 -0.060
C -3.047 0.693 -1.174
C -4.078 1.008 -2.044
N -4.885 2.042 -1.881
C -4.687 2.827 -0.835
C -3.692 2.613 0.103
C -3.012 -1.534 1.100
C -3.481 -2.797 0.793
H -3.067 -5.306 -1.142
H -4.172 -5.258 0.236
H -2.532 -5.893 0.427
H -0.627 -4.180 -0.347
H 0.221 -1.940 0.180
H 2.825 0.087 3.880
H 1.994 1.357 2.910
H 3.337 2.854 1.733
H 1.969 4.857 1.298
H 0.167 4.783 -0.392
H -0.227 2.708 -1.676
H 2.497 -1.224 -3.612
H 4.856 -1.960 -3.749
H 6.397 -1.485 -1.875
H 5.575 -0.326 0.136
H -2.402 -0.150 -1.369
H -4.265 0.402 -2.921
H -5.364 3.666 -0.747
H -3.549 3.272 0.944
H -3.675 -0.789 1.514
H -4.520 -3.031 0.970
```

Values from the calculation:
**SMILES**: Cc1ccc(-n2c(SCC(=O)N3c4ccccc4Sc4ccccc43)nnc2-c2ccncc2)cc1
**E_HOMO**: -8.2 eV

Here are the natural (NBO) charges for atoms 1 to 4, given in e: number 1, C, carries -0.6291; number 2, C, carries -0.0029; number 3, C, carries -0.1995; number 4, C, carries -0.2182

---

So what do the calculations give for E_tot? Going down the list: -11554.66821; -17051.19373; -259985.14865; -60546.15105 eV.